Record 1
This record from the Open Molecules 2025 dataset describes a cluster of 8 separate species, C34H66Cl14NO6P2 in total. The level of theory is wB97M-V/def2-TZVPD.

Last column: Löwdin charge in e.
Atoms and positions in Å:
H1 -2.17678 1.24103 -2.35280  0.096
H2 1.61994 2.56285 -3.84471  0.013
H3 -1.56331 8.75146 0.75250  0.029
C1 1.56918 3.08166 0.68534  -0.256
Cl1 3.46699 5.55956 -1.02812  0.576
O1 -3.94110 -4.49848 -1.16641  0.136
C2 5.23868 -1.36170 -1.72608  -0.057
Cl2 -3.56949 -12.03650 2.60581  0.511
Cl3 1.79499 5.47883 -6.49485  0.515
H4 -0.11129 -1.10606 -5.10643  0.133
H5 -2.98823 -2.78090 0.76995  0.121
H6 -1.58717 1.19855 1.48958  0.069
H7 3.74502 2.69524 -0.48403  0.060
C3 3.76311 6.88055 0.12200  -0.994
C4 -1.19649 -0.41032 0.22207  -0.309
C5 0.83298 -2.70603 2.39207  -0.150
H8 0.08568 0.72592 -3.56453  0.057
H9 4.18616 7.71493 -0.42396  0.031
O2 2.77503 2.88610 1.37545  -0.186
C6 -1.52829 7.93589 0.04113  -0.980
H10 -2.68642 -1.69141 -4.03617  0.076
H11 0.24479 -0.00055 -1.33239  0.106
C7 0.48012 0.93441 1.58871  -0.267
H12 4.82849 -2.24424 -1.24493  0.073
H13 0.75484 -2.42267 3.44126  0.122
C8 -0.33907 1.89100 -0.63184  -0.333
C9 0.89012 1.76841 0.33212  -0.250
H14 4.75031 2.61371 0.97745  0.100
H15 1.79565 3.67746 -0.19464  0.045
H16 1.59951 1.16001 -0.23170  0.118
C10 -3.25593 -2.05164 0.00594  -0.158
O3 1.91166 1.62527 3.90591  -0.372
H17 3.83147 0.89262 -3.99210  0.063
N1 -0.91012 0.42787 1.44940  0.048
O4 -2.86057 -2.52859 -1.28605  -0.076
H18 1.65549 -2.16538 1.92072  0.111
P1 0.59811 1.76297 3.26298  0.757
H19 2.54274 -1.97640 -4.34978  0.120
C11 1.23663 -4.17536 2.36292  -0.168
H20 1.23465 -8.57247 3.99639  0.015
C12 -5.46003 4.83628 5.38645  -1.056
H21 -2.91135 -9.78172 2.59281  0.020
O5 0.37616 -4.88092 3.27573  -0.031
Cl4 -7.20301 4.91023 5.11847  0.517
H22 -1.18873 2.36337 -0.12043  0.121
C13 -3.15345 -10.49902 3.36764  -1.048
H23 0.90130 3.71320 1.27692  0.114
H24 0.78434 5.19916 -1.97247  -0.007
H25 2.81731 7.15755 0.57228  -0.006
C14 -2.72461 -0.65590 0.27563  -0.069
C15 3.79196 2.33775 0.54434  -0.082
H26 -2.17599 8.13862 -0.80275  0.030
H27 -5.27677 4.68817 6.44412  0.025
C16 -0.50290 -2.48674 1.64237  -0.147
H28 -0.86406 -3.48215 1.38390  0.106
H29 -2.30082 -10.65303 4.01801  0.004
H30 0.07653 3.06197 3.14641  0.034
C17 -3.62507 0.75317 4.08061  -0.996
Cl5 -4.49228 -9.86010 4.33276  0.491
C18 0.13593 5.60013 -5.90277  -0.997
H31 -1.99756 -4.36607 -1.67487  0.150
H32 -3.25995 0.03428 -0.37530  0.134
H33 -2.37353 -0.47966 -2.22228  0.089
H34 -1.81485 -2.52220 -5.31634  0.083
H35 0.50755 -1.73727 -2.24980  0.064
H36 -1.28435 -6.08507 3.03468  0.144
C19 -1.62271 0.30359 -2.27263  -0.159
Cl6 -3.23512 2.11193 2.98730  0.563
H37 1.08028 -4.56644 1.35640  0.128
H38 -0.19651 4.77363 -0.61494  -0.018
H39 1.98888 1.60152 -2.43924  0.023
H40 -0.56430 -2.32842 -0.52498  0.117
C20 4.15977 -0.67989 -2.53150  -0.349
H41 2.37377 3.33729 -2.41296  0.006
H42 1.18000 0.11074 1.71796  0.121
H43 -0.52198 5.79191 -6.74166  0.027
H44 1.85871 -0.34535 -4.18881  0.098
C21 -1.73911 -2.16562 -4.29099  -0.046
C22 4.62949 0.45208 -3.40085  -0.052
Cl7 -4.64226 6.31743 4.87328  0.503
H45 -4.34601 -1.99101 0.02645  0.141
H46 0.08408 6.40946 -5.18422  0.024
H47 2.28711 -4.31595 2.60606  0.134
H48 2.43654 -1.26733 -1.47003  0.086
H49 -0.37486 1.01412 3.97985  0.015
H50 0.68849 -1.39817 0.23242  0.100
H51 -2.73102 0.15616 4.23587  0.009
C23 -2.93989 -3.88851 -1.38557  -0.323
C24 -0.84250 0.16013 -3.59125  -0.171
H52 -3.08968 -0.42294 1.28187  0.105
H53 5.72527 -0.71417 -0.98955  0.076
Cl8 -0.58157 -8.31215 5.46711  0.517
H54 5.42966 0.14656 -4.08200  0.086
Cl9 1.96195 -9.69323 5.92846  0.531
H55 3.73298 1.24560 0.59829  0.089
H56 -5.05927 4.00976 4.81389  -0.041
C25 -0.14750 4.70794 -1.70093  -0.339
Cl10 4.88187 6.39869 1.39360  0.543
H57 -1.45345 0.63110 -4.36460  0.124
C26 2.86608 -1.09012 -2.45695  -0.098
C27 -0.71629 0.41432 -1.02375  -0.219
P2 -0.04843 2.92450 -2.15269  0.926
Cl11 -0.38582 4.10790 -5.10005  0.539
Cl12 -2.09993 6.46918 0.85279  0.507
C28 0.61939 -1.91867 -3.31427  -0.155
H58 5.06371 1.19028 -2.72372  0.087
C29 -0.36081 -1.68384 0.32228  -0.102
H59 -1.24707 -2.07416 2.32938  0.109
Cl13 -4.18319 1.33868 5.63340  0.600
H60 1.60201 -7.45158 5.33122  0.025
H61 -1.66388 -3.05568 -3.66653  0.050
H62 -1.10610 -0.12458 2.28632  0.113
C30 -0.22484 -5.97683 2.78138  -0.363
C31 1.14293 -8.39523 5.06136  -1.033
H63 -1.00989 5.16872 -2.16657  0.023
Cl14 0.13372 7.78308 -0.55123  0.553
O6 0.31670 -6.80893 2.10316  0.081
C32 -0.51949 -1.24860 -4.10236  -0.349
H64 6.01132 -1.66411 -2.43370  0.089
H65 -4.40756 0.15982 3.62067  0.034
C33 1.99452 -1.31129 -3.68901  -0.165
H66 0.65364 -2.97870 -3.55872  0.119
C34 1.65827 2.59379 -2.75884  -0.270

Properties
DFT total energy	-243986.0175	eV
relative energy (zero: lowest compared OMol25 entry of this formula, charge and spin)	0.0000	eV
E_LUMO	-0.0992	Eh
charge	+1
highest occupied orbital energy	-10.25	eV
Kohn-Sham gap	0.2774	hartree

Record 2
This record from the Open Molecules 2025 dataset describes a structure of composition C34H66IN9O8P4SSi2. The level of theory is wB97M-V/def2-TZVPD.

Last column: Löwdin charge in e.
Atoms and positions in Å:
H1 -3.78837 -6.33041 2.12891  0.106
H2 -4.20409 -0.20861 -5.75032  0.110
H3 -6.90550 -8.05381 -1.38716  0.110
H4 0.65501 4.78258 -1.54778  -0.042
C1 -2.98107 0.50474 -2.63295  -0.194
S1 3.46084 5.23093 3.75927  0.864
C2 -2.77135 -6.25596 1.73074  -0.294
P1 0.93822 -1.46862 0.75805  0.800
H5 0.50482 0.13790 2.59865  0.057
C3 5.39296 4.71783 -0.41333  -0.151
N1 -3.21042 -2.78999 2.15013  0.163
H6 3.84593 5.26507 -1.94194  0.060
H7 5.13711 2.61758 -1.72798  0.058
H8 -6.98202 -9.04848 0.06297  0.114
H9 -4.38827 1.97594 3.30656  0.112
H10 -0.11889 1.74524 -1.77747  -0.037
C4 4.07758 3.03021 -1.93381  -0.810
H11 -2.78512 -1.14668 -3.95433  0.112
H12 5.25097 -6.22980 -0.18391  0.077
C5 3.22020 -6.34169 -0.94688  -0.271
H13 5.72781 3.72329 0.07383  0.071
O1 0.75956 1.88137 -4.39369  -0.301
C6 3.65906 8.73068 -2.35895  -0.177
H14 4.15449 -7.21437 0.79778  0.072
C7 1.69880 5.66062 3.36190  -0.572
C8 3.30019 -5.11072 -1.85123  -0.183
C9 3.98364 4.43763 -1.15791  -0.354
P2 1.44665 0.33252 -4.34112  0.337
C10 -4.09620 -0.14882 3.39663  -0.155
H15 -5.26395 -10.59748 -0.88758  0.071
H16 -4.51961 -7.48149 -0.89630  0.118
O2 2.26000 0.09523 -5.83585  -0.260
C11 -2.66737 -5.04876 0.79460  -0.168
H17 4.38332 10.62499 -1.60955  0.112
H18 1.76553 -0.59722 -6.33111  0.068
H19 4.24395 0.09310 -3.30470  -0.088
H20 2.21230 -6.42938 -0.52866  0.107
H21 -2.58262 -7.16668 1.15976  0.077
C12 4.22804 -6.30436 0.19712  -0.113
H22 5.30771 5.49634 0.42638  0.074
C13 4.90718 7.97368 -2.01007  -0.187
C14 -1.78933 -6.18973 2.89492  -0.097
N2 5.88630 7.37805 -1.73576  0.157
H23 -0.20673 1.72631 -4.55834  0.073
H24 -0.75797 -6.12789 2.53474  0.077
C15 -6.31291 -8.69396 -0.72727  -0.267
O3 2.32939 -1.72489 -0.07387  -0.272
H25 -2.92490 0.92578 -5.33162  0.104
H26 0.08601 -2.33133 2.68183  0.057
C16 -4.88374 1.53676 -4.70179  -0.112
H27 -5.63794 0.45050 5.66247  0.115
C17 -6.82794 0.93719 3.96834  -0.214
H28 4.04731 -5.45865 0.86593  0.068
H29 4.55529 0.66166 3.25152  0.073
H30 -3.37954 -5.14883 -0.02863  0.105
C18 3.73456 3.56943 2.89185  -0.468
H31 -4.04884 -0.95590 4.13313  0.066
P3 0.84706 2.62824 -1.15176  0.608
C19 -3.52579 -0.37893 -3.71575  -0.177
H32 -6.64679 -10.43645 -1.96394  0.074
H33 -1.26217 -1.25404 0.35285  0.032
H34 3.31136 10.50832 0.62347  0.073
C20 0.82615 0.30200 1.49223  -0.335
C21 -4.36082 1.19335 4.07156  -0.273
C22 2.34582 3.02540 2.24216  -0.299
H35 6.15906 5.00343 -1.21147  0.063
H36 -5.09734 2.08565 -5.62213  0.073
H37 -1.87912 -7.08291 3.51780  0.076
H38 2.09201 3.76806 1.41549  0.039
H39 1.52504 2.95209 3.05241  0.092
C23 -3.84049 0.45447 -4.96013  -0.269
H40 2.57822 8.94924 0.21478  0.071
H41 -5.81994 1.10062 -4.34063  0.078
H42 -1.66288 -4.97875 0.36762  0.115
H43 0.42471 3.10567 0.12811  -0.011
H44 -0.00725 0.91829 1.01848  0.037
O4 0.37581 -0.77483 -4.26158  -0.425
H45 3.70872 9.03550 -3.40716  0.116
H46 -3.52653 1.42617 4.73995  0.107
H47 -5.80084 2.18427 5.34937  0.112
N3 2.78264 -2.88228 -0.40113  -0.060
N4 0.66490 5.15753 4.23655  0.006
Si1 2.83138 1.69835 -1.25666  0.115
H48 3.08274 4.50554 -0.46240  0.065
C24 3.01491 -3.87260 -1.04979  0.035
N5 -2.55219 1.20003 -1.78404  0.134
N6 -0.51502 5.59464 3.66864  -0.008
H49 -4.87276 -0.39348 2.66805  0.064
H50 4.29493 -5.02611 -2.29890  0.118
H51 -4.53570 2.26402 -3.96381  0.071
H52 4.49659 3.80501 2.06327  0.055
H53 -3.14543 -0.12304 2.85989  0.044
H54 2.63158 10.51914 -1.74643  0.108
H55 4.33809 9.10101 0.37329  0.071
P4 2.90875 0.03139 -2.76086  0.651
C25 -5.18073 -7.86624 -0.11464  -0.189
C26 3.52676 9.96059 -1.45791  -0.270
H56 3.39781 -7.23768 -1.54860  0.108
H57 -5.14405 -9.57578 -2.33208  0.078
H58 -4.42683 -0.87875 -3.34997  0.117
O5 3.51136 1.06473 0.18679  -0.371
C27 3.43353 9.60418 0.02221  -0.110
C28 -5.80789 -9.89344 -1.52233  -0.112
H59 -5.59158 -7.01337 0.43198  0.115
H60 4.15569 2.87119 3.68435  0.063
C29 2.97646 -0.86927 3.68780  -0.069
H61 1.97540 -0.80865 4.23583  0.063
O6 0.80768 -2.60681 2.06245  -0.243
C30 -4.38118 -8.71427 0.83125  -0.232
H62 3.59800 -1.82287 3.71947  0.070
N7 -3.75694 -9.38519 1.57206  0.154
C31 -0.19070 6.33749 2.50179  -0.089
C32 -5.66306 1.20912 4.87559  -0.190
N8 -7.74157 0.72307 3.25556  0.124
H63 2.56918 -5.19217 -2.66163  0.105
I1 3.95295 3.28264 -4.11124  0.786
H64 2.79518 8.07114 -2.23841  0.116
O7 1.22547 6.40869 2.26406  -0.037
H65 -0.93934 6.80790 1.79518  0.135
H66 -1.98233 -5.32587 3.53646  0.069
O8 -0.52295 -1.67004 -0.17878  -0.286
Si2 2.52673 1.19997 1.59206  0.421
C33 -2.96783 -3.78793 1.55008  -0.174
N9 0.89832 3.94693 -2.11592  -0.353
C34 3.49466 0.27974 2.99799  -0.201

Properties
DFT total energy	-137954.2844	eV
E_LUMO	-0.0068	Eh
highest occupied orbital energy	-4.30	eV
Kohn-Sham gap	0.1512	hartree

Record 3
This record from the Open Molecules 2025 dataset describes a cluster of 3 separate species, C34H68F5N3O4P in total. The level of theory is wB97M-V/def2-TZVPD.

Last column: Mulliken spin population.
Atoms and positions in Å:
H1 0.27002 1.44072 -1.36144  0.000
N1 -0.74842 2.05579 5.75448  0.336
H2 -2.17533 4.51942 5.22922  0.001
P1 -1.65269 1.48274 -2.69784  0.001
H3 -1.92232 -3.21379 -8.46560  0.000
O1 6.88973 -0.57804 -0.75928  0.000
H4 -2.99563 0.99598 -2.47288  0.000
C1 0.32567 4.38423 0.42808  0.001
C2 7.52882 -1.82438 -0.39522  0.000
H5 -0.84883 -0.25268 0.44060  0.000
H6 -3.31147 -1.38134 -7.45184  0.001
H7 4.53789 1.15929 0.02820  0.000
C3 -2.38044 0.16970 6.12490  0.021
H8 -0.49905 4.94399 -0.12614  0.000
H9 4.86682 3.19935 -2.39123  0.000
C4 5.10070 1.57766 -0.87839  0.000
C5 -0.90416 0.58763 5.98094  0.033
C6 -1.52430 2.95967 6.65742  0.029
H10 5.26198 4.18036 0.22972  0.000
H11 -0.83199 4.07596 8.43249  0.000
H12 -2.89395 0.26857 5.16022  0.004
F1 1.84502 -2.33282 0.47470  0.000
C7 0.48476 -4.23559 1.07502  0.000
H13 -0.24411 -3.28222 -1.95532  -0.011
C8 -3.21932 -4.10489 -4.56992  0.015
H14 8.34051 -1.72970 0.39047  0.000
C9 -0.78358 3.06631 8.01724  0.013
H15 1.79390 5.53373 -0.82061  0.000
O2 -1.12341 2.31824 4.48281  0.581
H16 7.17522 2.31558 -1.33679  0.000
C10 -4.46915 -3.21562 -4.76330  0.025
H17 -0.58367 4.81528 5.94942  0.000
H18 1.61498 3.74495 -1.28506  0.000
C11 -3.12500 1.00123 7.16231  -0.017
H19 0.28102 2.84039 7.91356  -0.010
H20 -3.79536 -6.23323 -4.68838  0.001
C12 -0.09265 2.87809 0.82356  -0.004
H21 0.84612 2.23759 0.86850  0.000
H22 0.79630 0.02448 4.71646  0.000
H23 -0.75973 -1.45765 -7.60228  0.000
H24 5.02620 0.81818 -1.73713  0.000
H25 6.69396 2.61737 0.41852  0.000
H26 0.51735 4.92172 1.42554  0.000
H27 -4.06878 -5.36866 -6.17932  0.001
H28 -2.01820 1.76724 0.53533  0.000
C13 -2.01522 -2.72563 -6.33621  0.041
H29 4.32400 5.08084 -1.04679  0.000
H30 -1.07058 0.66023 -3.71261  0.000
C14 4.33150 4.11897 -0.41438  0.000
C15 -0.97073 -0.12569 -0.68019  -0.004
C16 0.99564 -3.28480 -0.12922  -0.002
H31 -1.19960 -4.44256 -7.42954  -0.005
H32 2.86384 3.29905 1.16564  0.000
C17 0.03663 -1.14433 -1.43894  0.010
C18 -2.98161 2.49100 6.87292  0.019
N2 -1.95794 -3.44582 -5.02803  0.391
C19 -0.25441 -0.24913 4.85224  -0.022
C20 -0.74032 -1.88713 -6.59739  -0.001
H33 -0.18938 -1.05682 -2.56208  0.004
H34 -5.37569 -3.81008 -4.61003  0.001
H35 -2.42871 -5.82866 -5.68978  -0.009
H36 -3.16319 -3.65570 -2.40317  0.004
H37 7.90428 -2.29167 -1.37728  0.000
C21 -0.12971 0.14906 7.24624  0.011
C22 4.32372 2.89286 -1.43661  0.000
O3 -1.72646 2.92768 -3.18725  0.001
F2 -0.04703 -5.41012 0.51027  0.000
H38 -3.14159 -0.95348 -5.76411  0.005
H39 -1.20371 2.40639 8.77913  0.001
H40 -2.76658 0.77025 8.17070  -0.001
H41 -0.11738 -0.94110 7.33239  0.000
H42 3.28358 2.52085 -1.72205  0.000
H43 -5.37333 -1.81302 -6.11994  0.002
C23 1.68429 4.47232 -0.40982  0.000
H44 8.50459 0.74749 -0.35231  0.000
C24 -3.17792 -4.51675 -3.07554  -0.014
H45 3.11394 5.12558 1.16585  0.000
H46 -0.63686 -1.04760 -5.90563  0.002
H47 -0.76528 -0.13391 3.89307  0.004
H48 -0.53903 2.93176 1.87861  0.007
H49 -2.95364 -4.30201 -7.59033  0.000
H50 -4.48611 -2.43460 -3.99280  0.004
C25 -0.18656 -2.66463 -0.98839  0.008
F3 1.77283 -4.09418 -1.00505  0.000
C26 -3.38790 -5.44775 -5.32954  0.013
H51 -1.20806 -2.80159 -0.48520  0.000
H52 -0.56420 0.50937 8.17558  0.001
H53 -4.18522 0.73036 7.15154  0.002
H54 -4.06594 -5.09408 -2.81129  0.000
H55 -3.57560 2.71852 5.97942  0.004
C27 -1.24600 2.30227 -0.12376  0.000
C28 -4.54832 -2.53190 -6.12326  -0.019
H56 -2.05895 5.06925 6.88261  0.000
H57 -2.04349 -0.42234 -0.96340  0.000
H58 -3.43770 3.05845 7.69077  0.001
F4 1.53540 -4.53451 1.96554  0.000
H59 0.91228 0.48374 7.20508  -0.006
H60 0.15844 -2.50618 -6.52197  0.001
H61 -1.80988 3.18013 -0.60279  0.000
C29 -1.58541 4.42081 6.14270  -0.007
F5 -0.47250 -3.51647 1.80010  0.000
H62 6.68666 -2.52768 -0.04630  0.000
C30 -3.24770 -1.80695 -6.44629  0.022
H63 -2.30320 -5.13729 -2.85917  0.001
O4 -1.58934 -2.55424 -4.08261  0.513
H64 -2.44791 -0.88870 6.39397  0.000
C31 2.99152 4.20506 0.48889  0.000
C32 7.41746 0.54083 -0.02663  0.000
H65 1.09995 -0.75885 -1.28059  -0.001
C33 6.60464 1.88071 -0.45043  0.000
H66 7.44762 0.40408 1.10159  0.000
H67 -4.78791 -3.25979 -6.90483  0.000
C34 -2.03028 -3.73350 -7.50968  -0.001
H68 -0.28764 -1.31502 5.09333  0.000
N3 -0.73650 1.30752 -1.14671  -0.002

Properties
DFT total energy	-71884.4282	eV
spin multiplicity	3
E_LUMO (alpha / beta)	-0.0950 / -0.1071	Eh
expectation value of S²	2.009
charge	+1
highest occupied orbital energy (alpha / beta)	-10.87 / -11.15	eV
Kohn-Sham gap (alpha / beta)	0.3045 / 0.3025	hartree